--- P ---
Entry from OMol25: a cluster of 2 separate species, C2H5FO2 in total (ωB97M-V/def2-TZVPD).

Each atom is followed by the atoms it is bonded to, with distances in Å.
CARTESIAN COORDINATES (ANGSTROEM)
1 C 1.162 0.448 0.467  O3 1.382, H6 1.086, H7 0.998
2 C -1.217 0.049 -0.506  O4 1.379, F5 1.310, H8 1.018
3 O 2.035 0.068 -0.536  C1 1.382, H9 0.996
4 O -1.642 -1.215 -0.155  C2 1.379, H10 1.001
5 F -1.831 0.994 0.162  C2 1.310
6 H 1.039 1.527 0.451  C1 1.086
7 H 1.026 0.017 1.356  C1 0.998
8 H -0.962 0.369 -1.438  C2 1.018
9 H 2.075 -0.922 -0.640  O3 0.996
10 H -1.684 -1.336 0.838  O4 1.001

Results
**HOMO (alpha / beta)**: -7.3770 / -7.3463 eV
**LUMO level (alpha / beta)**: 0.69 / 0.69 eV
**Kohn-Sham gap (alpha / beta)**: 8.06 / 8.03 eV
**Spin multiplicity**: 1

Results of the Löwdin charge analysis, in e, for atoms 1 through 6: C -0.089; C -0.269; O -0.094; O -0.001; F 0.035; H 0.068

--- Q ---
Entry from OMol25: a cluster of 2 separate species, C2H5FO2 in total (ωB97M-V/def2-TZVPD).

Each atom is followed by the atoms it is bonded to, with distances in Å.
CARTESIAN COORDINATES (ANGSTROEM)
1 C -0.007 -0.852 -0.352  C2 1.522, O3 1.361, H6 1.130, H7 1.124
2 C -0.352 0.347 0.520  C1 1.522, O4 1.361, F5 1.333
3 O 1.318 -1.139 -0.467  C1 1.361, H9 0.952
4 O -1.531 0.984 0.279  C2 1.361, H10 1.041
5 F 0.037 0.177 1.783  C2 1.333
6 H -0.504 -1.720 0.175  C1 1.130
7 H -0.446 -0.603 -1.357  C1 1.124
8 H 1.401 1.522 -0.730  no bonds
9 H 1.842 -0.433 -0.832  O3 0.952
10 H -1.758 1.717 0.981  O4 1.041

Results
**HOMO (alpha / beta)**: -9.8081 / -8.0587 eV
**LUMO level (alpha / beta)**: 0.33 / -0.64 eV
**Kohn-Sham gap (alpha / beta)**: 10.14 / 7.42 eV
**Spin multiplicity**: 1

Results of the Löwdin charge analysis, in e, for atoms 1 through 6: C -0.283; C -0.388; O -0.070; O 0.043; F 0.094; H 0.152

Relative stability in hartree, measured from the most stable structure: P 0.0000; Q 0.0126

--- P ---
Entry from OMol25: a cluster of 2 separate species, C2H9N2O in total (ωB97M-V/def2-TZVPD).

Each atom is followed by the atoms it is bonded to, with distances in Å.
CARTESIAN COORDINATES (ANGSTROEM)
1 C -0.351 -0.774 1.264  N2 1.479, H3 1.120, H4 1.163, H5 1.123
2 N 0.524 -1.573 0.378  C1 1.479, H6 1.026, H7 1.044, H8 0.981
3 H -0.440 -1.384 2.199  C1 1.120
4 H -1.397 -0.467 0.860  C1 1.163
5 H 0.199 0.132 1.636  C1 1.123
6 H 0.511 -1.146 -0.555  N2 1.026
7 H 1.480 -1.455 0.781  N2 1.044
8 H 0.277 -2.520 0.319  N2 0.981
9 C 0.508 1.343 -1.124  N10 1.405, O11 1.287, H12 1.120
10 N -0.820 1.767 -0.953  C9 1.405, H13 1.034, H14 1.095
11 O 0.766 0.170 -1.589  C9 1.287
12 H 1.449 1.902 -0.886  C9 1.120
13 H -1.213 2.663 -0.621  N10 1.034
14 H -1.491 1.343 -1.708  N10 1.095

Results
**HOMO**: -14.7187 eV
**LUMO level**: -3.28 eV
**Kohn-Sham gap**: 11.44 eV
**Net charge**: +1
**Spin multiplicity**: 1

Results of the Löwdin charge analysis, in e, for atoms 1 through 6: C -0.062; N 0.136; H 0.108; H 0.133; H 0.107; H 0.080

--- Q ---
Entry from OMol25: a cluster of 2 separate species, C2H9N2O in total (ωB97M-V/def2-TZVPD).

Each atom is followed by the atoms it is bonded to, with distances in Å.
CARTESIAN COORDINATES (ANGSTROEM)
1 C 1.567 1.012 1.018  N2 1.501, H3 1.090, H4 1.082, H5 1.088
2 N 1.353 0.974 -0.468  C1 1.501, H6 1.010, H7 1.056, H8 1.014
3 H 2.052 1.960 1.248  C1 1.090
4 H 2.118 0.124 1.298  C1 1.082
5 H 0.619 1.111 1.542  C1 1.088
6 H 2.200 0.778 -0.983  N2 1.010
7 H 0.563 0.298 -0.651  N2 1.056
8 H 0.894 1.831 -0.754  N2 1.014
9 C -1.624 -1.331 -0.931  N10 1.328, O11 1.241, H12 1.091
10 N -2.289 -1.270 0.217  C9 1.328, H13 1.017, H14 0.997
11 O -0.496 -0.842 -1.104  C9 1.241
12 H -2.064 -1.877 -1.767  C9 1.091
13 H -2.923 -2.054 0.351  N10 1.017
14 H -1.970 -0.714 0.981  N10 0.997

Results
**HOMO**: -14.6604 eV
**LUMO level**: -3.17 eV
**Kohn-Sham gap**: 11.49 eV
**Net charge**: +1
**Spin multiplicity**: 1

Results of the Löwdin charge analysis, in e, for atoms 1 through 6: C -0.013; N 0.131; H 0.100; H 0.104; H 0.096; H 0.165

Relative stability in hartree, measured from the most stable structure: P 0.0360; Q 0.0000